The following is a quantum chemistry calculation of a molecular structure, C26H19F6GeN2O6S4W at a distorted geometry, from OMol25.

The spin multiplicity is 3. The HOMO-LUMO gap (alpha / beta) comes out at 0.2002 / 0.2162 hartree. As for the charge: +1. The energy above the lowest of the compared OMol25 structures with the same formula, charge and spin is 9.33 kcal per mole. For the strongest force on any atom, the calculation gives 5.4 eV/Å.

Last column: natural (NBO) charge in e.
Element x y z (Å)
W: 2.31 0.76 -0.22  2.0670
O: 1.38 2.10 1.10  -0.6739
C: 2.09 3.15 0.76  0.7772
O: 2.82 2.96 -0.26  -0.6020
C: 1.82 4.34 1.51  -0.1045
C: 0.55 4.67 1.88  -0.1724
C: 0.27 5.72 2.75  -0.1452
C: 1.34 6.49 3.29  -0.1886
C: 2.63 6.18 2.96  -0.1572
C: 2.95 5.13 2.03  -0.2514
S: 4.54 4.92 1.63  0.1830
H: -0.29 4.10 1.48  0.2304
H: -0.74 5.94 2.86  0.2261
H: 0.96 7.34 3.92  0.2461
H: 3.52 6.65 3.40  0.2477
S: 0.60 -0.95 1.73  -0.0030
C: 1.55 -2.01 0.85  0.0332
C: 1.46 -3.45 0.98  -0.2055
C: 1.59 -4.15 -0.21  -0.1323
C: 2.27 -3.59 -1.24  -0.2530
C: 2.83 -2.34 -1.06  0.0747
N: 2.34 -1.49 -0.10  -0.5668
H: 1.26 -3.87 1.95  0.2509
H: 1.21 -5.15 -0.32  0.2460
H: 2.47 -4.16 -2.12  0.2491
H: 3.69 -2.01 -1.77  0.2641
F: 6.09 2.62 0.61  -0.2864
C: 6.29 1.30 0.86  0.7830
F: 6.56 1.15 2.19  -0.2808
F: 7.40 0.90 0.22  -0.2804
S: 4.91 0.20 0.30  2.0665
O: 3.84 0.37 1.38  -0.9000
O: 5.52 -1.16 0.40  -0.8327
N: 4.02 0.45 -1.06  -0.9523
S: 1.07 -0.09 -2.69  1.4125
O: 1.28 0.99 -3.67  -0.8816
O: 0.51 0.70 -1.37  -0.9199
C: -0.41 -1.02 -3.63  0.8146
F: -0.69 -2.21 -3.11  -0.3066
F: -1.49 -0.19 -3.57  -0.3149
F: -0.10 -1.13 -4.95  -0.2956
Ge: -2.29 -1.25 1.18  1.2667
C: -2.60 -3.04 0.24  -0.4306
C: -2.82 -2.95 -1.18  -0.2174
C: -3.30 -3.98 -1.95  -0.2166
C: -3.71 -5.15 -1.36  -0.1732
C: -3.39 -5.34 -0.03  -0.2117
C: -2.95 -4.30 0.81  -0.2141
C: -3.53 -0.21 0.03  -0.4461
C: -4.89 -0.53 -0.09  -0.1618
C: -5.86 0.36 -0.58  -0.2170
C: -5.48 1.63 -0.97  -0.1869
C: -4.15 2.03 -0.72  -0.1947
C: -3.15 1.10 -0.35  -0.2351
H: -3.15 -1.36 2.52  -0.0903
H: -2.54 -2.00 -1.73  0.2277
H: -3.38 -3.96 -3.05  0.2295
H: -4.28 -5.89 -1.95  0.2311
H: -3.48 -6.36 0.33  0.2244
H: -2.93 -4.55 1.85  0.2258
H: -5.19 -1.51 0.25  0.2147
H: -6.95 0.21 -0.52  0.2372
H: -6.20 2.38 -1.27  0.2274
H: -3.90 3.11 -0.73  0.2223
H: -2.10 1.43 -0.45  0.2237